ORCA calculation (wB97M-V/def2-TZVPD) on one molecule with the formula C4H7N3 in a non-equilibrium geometry.

Summary:
E_HOMO	-8.4191	eV
relative energy (zero: lowest compared OMol25 entry of this formula, charge and spin)	512.64	kJ/mol
M	97.12	g mol⁻¹
electronic energy	-8726.3662	eV
LUMO energy	0.269	eV
SMILES	[H]/N=C/N(C=C)N=C
HOMO-LUMO gap	8.688	eV

Geometry as ORCA input:
```
! RIJCOSX wB97M-V def2-TZVPD def2/J DEFGRID3
* xyz 0 1
H -1.475 1.061 -2.829
C -0.926 0.495 -2.075
H -1.179 -0.472 -1.849
H -0.309 2.414 0.977
N 1.301 0.968 2.122
H 0.189 -1.017 1.484
H 0.045 -3.074 0.225
N -0.490 1.264 -1.026
H 1.078 1.671 2.901
C 0.369 -2.083 -0.260
N 0.268 0.406 -0.018
C 0.326 1.353 1.216
C 0.231 -0.913 0.427
H 0.573 -2.073 -1.295
*
```

---

ORCA calculation (wB97M-V/def2-TZVPD) on C12H8F4NO6S3 as an isolated structure in a non-equilibrium geometry.

Summary:
E_HOMO	-3.8350	eV
relative energy (zero: lowest compared OMol25 entry of this formula, charge and spin)	679.36	kJ/mol
M	434.39	g mol⁻¹
electronic energy	-69716.3936	eV
LUMO energy	0.878	eV
HOMO-LUMO gap	4.713	eV

Geometry as ORCA input:
```
! RIJCOSX wB97M-V def2-TZVPD def2/J DEFGRID3
* xyz -1 1
H 1.055 1.428 -2.172
F 2.456 -0.325 -2.269
S 0.417 -0.052 -0.358
C 1.371 -0.815 -1.563
F -2.095 1.282 0.822
C 1.763 2.178 -1.629
H 2.323 2.637 -2.430
F -0.771 0.638 2.406
C 1.748 -2.747 -3.626
H 2.746 0.612 -0.120
N 0.587 2.090 0.370
C 4.256 -3.898 -4.267
H 3.662 -3.625 -6.376
C 3.923 -3.578 -2.928
H 5.239 -4.383 -4.496
C 2.706 1.726 -0.480
O 2.313 3.163 1.535
O 3.759 -1.794 -0.620
H 3.730 1.971 -0.706
C 1.972 2.363 0.698
C -1.256 0.309 1.201
O 0.755 -0.356 -4.184
C 2.224 -2.758 -4.944
O 0.352 4.087 -0.824
H 1.665 -2.166 -5.688
C 2.616 -3.166 -2.597
O 1.759 -3.163 -0.009
O -0.775 -1.952 -3.032
C 0.741 2.982 -0.807
S 0.564 -1.427 -3.239
C 3.389 -3.479 -5.296
F -1.934 -0.928 1.264
S 2.480 -2.339 -0.964
H 4.671 -3.613 -2.111
*
```

---

Question: Which of these has the highest electronic energy?
Answer: C4H7N3

---

Question: Number 1 is which compound?
Answer: C4H7N3